[1]
Density functional theory data (wB97M-V/def2-TZVPD) for a cluster of 9 separate species, C36H54O27 in total in a non-equilibrium geometry.

XYZ file:
```
117
Properties=species:S:1:pos:R:3:forces:R:3
C -3.8272 -5.3993 -0.8772 3.5 1.4 3.4
C -2.9592 -4.6423 -2.0492 -2.7 -4.0 3.2
C -1.5132 -4.9753 -2.1032 -0.5 -0.2 -2.1
O -1.5412 -6.0433 -3.0322 1.7 -1.6 -0.6
C -2.7042 -6.0653 -3.7242 4.5 -6.1 -3.8
O -2.9332 -6.8083 -4.6622 0.7 1.0 0.8
O -3.5132 -5.3843 -3.1552 -6.0 6.6 2.5
H -3.3462 -6.3733 -0.6372 -0.7 0.2 -0.9
H -4.8902 -5.4443 -1.0172 -0.2 0.0 -0.5
H -3.6502 -4.9453 0.2518 -0.5 -0.3 -2.8
H -3.1782 -3.6453 -1.9862 -0.7 2.5 -0.8
H -1.0482 -5.2413 -1.2122 0.6 -0.7 1.7
H -0.9212 -4.2563 -2.6132 0.4 1.4 0.0
C -5.0192 2.4127 -3.9822 -1.0 -3.1 -0.7
C -4.5462 2.2837 -2.5482 0.7 0.7 -1.1
C -3.3912 1.3247 -2.1572 -2.3 0.3 -4.6
O -2.3332 2.1707 -2.0112 2.3 0.2 0.2
C -2.7462 3.4387 -1.8292 1.0 2.0 -1.3
O -2.0212 4.3827 -1.6602 -0.6 -1.2 0.5
O -4.0492 3.5257 -2.0842 0.9 1.2 0.3
H -5.8752 3.0557 -4.0312 -0.2 0.6 0.0
H -5.4482 1.3837 -4.2922 0.4 1.3 0.7
H -4.3702 2.5807 -4.8262 0.9 0.6 0.3
H -5.3962 2.3077 -1.9522 -1.8 -1.6 1.0
H -3.3452 0.4637 -2.8742 0.9 1.1 0.1
H -3.6082 0.9027 -1.2992 -1.0 -2.1 4.6
C 3.3378 -3.2913 -1.8442 1.1 1.9 3.6
C 3.9208 -3.1393 -3.1932 -3.9 -1.3 -0.5
C 2.8908 -2.4113 -4.1832 2.0 0.7 3.9
O 3.5388 -1.2363 -4.5632 1.2 0.4 1.0
C 4.7768 -1.2073 -3.9062 0.9 5.5 -4.8
O 5.5778 -0.3083 -4.2332 -2.3 -3.1 2.0
O 4.9088 -2.1783 -3.0992 2.7 -1.7 1.3
H 3.0578 -2.2963 -1.2882 0.5 -1.4 -1.4
H 4.1488 -3.7113 -1.1512 -1.3 0.1 -0.9
H 2.4408 -3.8563 -1.8312 -0.6 -1.0 0.0
H 4.0878 -4.2733 -3.4792 1.0 2.6 -0.3
H 1.9258 -2.2813 -3.7852 -1.0 0.7 1.1
H 2.7728 -2.9803 -4.9552 -0.6 -3.4 -5.0
C 0.5758 1.3487 5.0328 -2.9 3.9 -1.8
C 1.6088 2.4337 4.7928 -0.5 0.4 4.4
C 1.5688 3.6067 5.8428 -5.0 -9.2 4.8
O 2.6428 3.3267 6.6588 -0.9 1.9 3.6
C 3.3698 2.4257 6.1958 5.3 -3.4 -1.3
O 4.4488 2.0857 6.6368 -1.2 0.2 0.0
O 2.9178 1.9217 5.0298 -0.6 0.1 -0.6
H 0.8318 0.6707 4.3588 1.2 -3.3 -3.5
H -0.4392 1.7797 4.5538 2.0 -1.2 1.9
H 0.5168 0.7247 5.8778 -0.1 0.4 2.0
H 1.5038 3.0027 3.9428 0.0 0.0 -2.9
H 0.6628 3.6637 6.5858 1.2 -0.1 -1.9
H 1.8268 4.4197 5.5428 1.8 9.9 -4.5
C -0.6392 1.4537 -4.6362 -1.6 -0.2 1.9
C 0.7928 1.1387 -4.9962 -0.7 -3.5 2.6
C 0.9278 0.2907 -6.2452 3.0 8.4 3.7
O 1.9678 0.9927 -6.8562 2.7 -0.6 -3.2
C 2.4248 2.0537 -6.2442 3.6 1.4 -1.4
O 3.4138 2.7277 -6.6042 -3.7 -2.0 1.4
O 1.6818 2.2087 -5.1702 -0.8 1.9 1.7
H -1.1262 2.0217 -5.4092 -0.3 0.2 -0.5
H -0.6842 2.1117 -3.7042 0.1 -1.0 -1.2
H -1.3462 0.4787 -4.4302 2.2 2.2 -0.5
H 1.1958 0.4947 -4.1302 -0.4 1.0 -1.1
H 0.2928 0.3387 -6.9322 -6.8 0.7 -5.0
H 1.1768 -0.5983 -6.2032 2.6 -8.7 1.5
C 2.7378 1.1417 -1.7552 -2.5 2.7 0.0
C 3.7408 0.6967 -0.7142 1.9 -0.8 -0.2
C 4.5808 1.7637 0.0478 1.3 -9.9 2.4
O 4.1228 1.5227 1.4268 4.5 5.8 -0.5
C 3.3848 0.5387 1.5048 -2.3 -4.7 2.9
O 2.9848 -0.0463 2.4888 -0.2 1.0 0.7
O 3.1758 0.0067 0.3668 -3.6 -1.6 -2.1
H 2.9578 1.5997 -2.7832 0.7 -0.7 1.8
H 1.9298 1.8907 -1.2942 2.1 -0.9 -0.5
H 2.0038 0.3947 -1.9322 -0.1 -1.5 -0.4
H 4.3238 -0.2053 -0.8922 1.1 0.8 -2.4
H 4.3498 2.5807 -0.2482 -3.5 10.5 -2.9
H 5.6368 1.7267 -0.1682 0.6 -0.8 0.9
C -1.1462 -2.3483 4.2658 -3.5 -2.8 0.8
C 0.1208 -2.9523 4.0478 -0.6 -4.0 -1.7
C 0.2028 -4.4613 4.4288 3.1 1.9 -2.1
O 0.2678 -5.0893 3.1388 0.2 -1.9 1.4
C 0.4908 -4.2303 2.1468 0.2 -2.3 0.0
O 0.7368 -4.5933 1.0328 -0.2 0.7 -0.1
O 0.3518 -3.0423 2.6118 0.5 4.0 0.4
H -1.2752 -1.4203 3.9128 0.2 3.9 -0.8
H -1.5402 -2.4443 5.2968 0.4 0.1 -0.5
H -1.8212 -2.8883 3.5788 -0.3 -0.2 0.6
H 0.8588 -2.5163 4.5568 3.4 2.3 1.1
H -0.5672 -4.8363 4.9428 -3.3 -1.3 1.7
H 1.0928 -4.6103 5.0668 0.0 -0.3 -0.8
C -0.8502 0.8357 0.9128 3.2 1.2 3.3
C -0.3772 -0.5223 0.5488 -3.5 -3.2 4.0
C -1.7122 -1.4113 0.3278 0.7 -2.2 1.9
O -1.5782 -1.7663 -0.9722 1.4 -0.7 -5.3
C -0.3762 -1.2953 -1.5432 -1.1 -2.2 -1.3
O 0.0868 -1.4823 -2.6482 -1.7 0.0 1.1
O 0.2728 -0.7223 -0.6102 3.1 2.1 -0.3
H 0.0818 1.3627 1.2038 0.0 0.1 -0.1
H -1.2602 0.7637 2.0058 -0.3 0.3 -2.4
H -1.1542 1.5367 0.1568 -1.4 -0.2 -0.3
H 0.1618 -1.1003 1.3848 -0.3 1.6 -1.2
H -2.6702 -0.8913 0.3018 0.1 0.2 1.3
H -1.7422 -2.4983 0.8928 -0.1 3.0 -0.6
C -2.1442 4.6547 6.0308 3.0 -0.8 -1.7
C -2.2442 4.5137 4.5118 -2.1 2.0 1.7
C -2.1322 5.8977 3.7578 0.3 -0.3 0.8
O -1.3432 5.5817 2.6688 1.1 -2.1 -2.0
C -0.7102 4.3737 2.8338 -1.6 1.2 0.6
O 0.0988 3.9587 2.0908 0.6 -0.7 0.0
O -1.1892 3.7447 3.9918 0.3 0.7 -1.5
H -1.2792 5.1757 6.4008 0.8 0.2 -0.4
H -2.2092 3.7957 6.6188 0.5 -2.4 0.2
H -2.8682 5.1087 6.5308 -4.0 2.9 1.0
H -3.2932 4.1147 4.3258 1.5 -0.1 -0.4
H -1.5612 6.7267 4.1068 0.4 0.4 2.1
H -3.0322 6.4087 3.4838 -1.0 -0.6 -0.5
```
Positions in Å, forces in eV/Å.

Values from the calculation:
- molar mass (g mol⁻¹) = 918.8
- total energy (eV) = -93477.7657
- spin multiplicity = 1
- E_LUMO (hartree) = -0.011
- frontier orbital gap (eV) = 10.01
- max |F| (Eh/bohr) = 0.2238
- ΔE to the lowest compared entry with this formula, charge and spin (kcal/mol) = 357.07
- SMILES = C[C@H]1COC(=O)O1.C[C@H]1COC(=O)O1.C[C@H]1COC(=O)O1.C[C@H]1COC(=O)O1.C[C@H]1COC(=O)O1.C[C@H]1COC(=O)O1.C[C@H]1COC(=O)O1.C[C@H]1COC(=O)O1.C[C@H]1COC(=O)O1

[2]
Density functional theory data (wB97M-V/def2-TZVPD) for an isolated molecule of C4H5N3O in a non-equilibrium geometry.

XYZ file:
```
13
Properties=species:S:1:pos:R:3:forces:R:3
O 2.1393 0.8261 2.3407 0.7 2.4 -4.3
N 1.4150 1.0195 0.9359 0.9 1.8 2.4
C 0.8679 -0.0438 0.6076 1.1 -0.6 0.3
N -0.0113 -0.2270 -0.4531 0.9 -1.0 1.3
C -0.6708 -1.4144 -0.4774 -2.5 0.0 -0.3
C -1.9412 -1.1481 -1.0915 0.9 -4.1 1.7
C -1.7596 0.1777 -1.5037 -0.9 1.5 -1.2
N -0.6273 0.7768 -1.0404 -2.3 -0.6 -1.8
H 2.8135 1.5802 2.0850 -1.7 -2.2 1.4
H 1.1680 -0.8898 1.1688 -0.4 -1.2 0.4
H -0.2258 -2.2951 -0.0001 -0.5 0.5 -0.2
H -2.8525 -2.0590 -1.0100 2.9 3.4 -0.9
H -2.4296 0.6405 -2.2763 0.8 0.1 1.4
```
Positions in Å, forces in eV/Å.

Values from the calculation:
- molar mass (g mol⁻¹) = 111.1
- total energy (eV) = -10742.2545
- spin multiplicity = 1
- E_LUMO (hartree) = 0.027
- frontier orbital gap (eV) = 10.36
- max |F| (Eh/bohr) = 0.0977
- ΔE to the lowest compared entry with this formula, charge and spin (kcal/mol) = 123.61
- SMILES = O/N=C/n1cccn1

[3]
Density functional theory data (wB97M-V/def2-TZVPD) for a structure of composition C31H44BrN3NiP2 in a non-equilibrium geometry.

XYZ file:
```
82
Properties=species:S:1:pos:R:3:forces:R:3
N -5.8817 -1.8567 4.5492 -0.1 -0.3 0.1
C -5.0762 -0.9587 5.1107 0.1 0.5 -0.5
C -4.7322 0.2218 4.4512 -0.2 0.1 -0.1
C -5.2507 0.4916 3.1607 -0.5 -0.3 0.1
C -6.0933 -0.4888 2.5822 0.0 -0.4 0.7
C -6.3845 -1.6353 3.3331 0.2 0.6 -0.3
C -4.8639 1.6680 2.4228 0.1 -0.3 1.1
Ni -0.6602 0.8664 -2.4086 -0.2 0.6 0.4
P 4.1839 -0.1950 -1.7337 2.5 1.9 -0.5
C -5.1961 1.8681 1.0959 0.3 0.8 -1.9
C -4.2223 2.2082 0.0837 -1.0 0.5 1.4
C -4.4899 2.1346 -1.3122 0.2 -0.3 -0.5
C -3.4411 1.8674 -2.1995 -1.1 0.3 0.8
C -2.1710 1.6638 -1.6533 1.3 -0.2 -0.1
C -1.8529 2.1147 -0.3561 -1.1 1.0 0.8
C -2.8895 2.4294 0.5073 1.4 -0.4 -0.6
Br 1.2394 0.5889 -3.5611 0.6 0.0 -0.1
H -4.2311 2.3838 2.9565 0.3 -0.4 -0.4
H -6.2256 1.6654 0.7783 0.5 -0.5 -0.1
H -4.0784 0.9323 4.9440 0.0 0.1 -0.1
H -6.5336 -0.3744 1.5947 0.1 0.0 0.2
H -4.6844 -1.1691 6.1127 -0.2 0.0 -0.4
H -7.0505 -2.4017 2.9313 0.2 0.2 0.1
H -5.5278 2.2273 -1.6312 0.2 -0.2 -0.1
H -2.6729 2.7342 1.5220 0.0 -0.1 0.0
H -3.6042 1.7795 -3.2700 -0.2 -0.1 0.2
H -0.8203 2.1816 -0.0069 -0.5 -0.1 -0.1
P -0.8067 -0.8390 -1.0643 -0.5 -1.1 -0.9
C 4.1070 1.6245 -1.4151 -1.5 -0.2 0.2
C 5.2129 2.5797 -1.8810 0.6 0.3 -0.3
H 3.9904 1.7271 -0.3211 -0.1 -0.3 -0.4
H 3.1427 1.9137 -1.8745 0.4 0.1 0.3
H 5.3948 3.3205 -1.0916 0.0 -0.3 -0.1
H 6.1723 2.1036 -2.1289 -0.3 0.1 0.2
H 4.8888 3.1552 -2.7559 0.1 -0.3 0.1
C 4.5963 -0.5310 -3.5088 -1.0 -0.8 0.3
C 5.1100 0.5776 -4.4109 0.3 0.5 0.1
H 3.6236 -0.8577 -3.9190 0.5 -0.2 0.1
H 5.2780 -1.3915 -3.4954 -0.3 0.1 0.0
H 5.1307 0.1880 -5.4288 0.0 -0.1 0.0
H 4.4473 1.4453 -4.4252 0.1 -0.1 0.1
H 6.1244 0.8956 -4.1557 -0.2 0.0 0.0
C 5.5482 -0.8039 -0.6373 -1.2 -0.7 0.3
C 6.9573 -0.7838 -1.2025 0.4 0.0 -0.1
H 5.2366 -1.8432 -0.4197 0.3 0.3 0.1
H 5.4976 -0.2505 0.3127 -0.2 -0.2 -0.3
H 7.5317 -1.5078 -0.6187 0.1 0.1 -0.2
H 7.0087 -1.0670 -2.2545 0.1 -0.1 0.1
H 7.4496 0.1828 -1.0784 -0.2 0.0 -0.1
C 0.3279 -1.6422 0.1418 0.0 0.4 0.3
C 1.7570 -1.9963 -0.2742 0.2 0.0 0.0
H -0.2015 -2.5616 0.4312 0.1 0.3 -0.2
H 0.3406 -0.9904 1.0289 -0.1 -0.3 -0.2
H 2.0071 -3.0018 0.0960 0.0 0.3 -0.2
H 1.9123 -1.9778 -1.3578 -0.1 -0.1 0.1
H 2.4844 -1.3035 0.1647 -0.2 -0.1 0.0
C -0.8126 -1.9976 -2.5025 0.4 -0.1 0.6
C -1.5788 -1.4834 -3.7304 -0.1 -0.3 -0.2
H -1.1904 -2.9511 -2.1016 0.0 0.1 -0.3
H 0.2479 -2.1245 -2.7593 -0.3 -0.2 0.0
H -2.1399 -2.3051 -4.1808 -0.1 0.2 0.0
H -2.2785 -0.6626 -3.5189 0.0 -0.3 0.1
H -0.8756 -1.1266 -4.4841 -0.1 0.0 0.1
C -2.4634 -1.1248 -0.3076 -0.3 0.7 -0.1
C -2.6190 -1.9930 0.9372 -0.1 -0.1 0.1
H -3.0927 -1.5229 -1.1171 0.2 0.1 0.1
H -2.8513 -0.1181 -0.0940 -0.1 -0.5 0.0
H -3.6936 -2.1742 1.0693 0.3 0.0 0.1
H -2.1337 -2.9711 0.8552 -0.2 0.1 0.0
H -2.2395 -1.4912 1.8384 -0.1 -0.2 -0.2
N 4.2991 -0.4488 2.6900 -2.9 0.9 0.3
C 3.1880 -0.1037 2.8549 2.7 -0.7 -0.1
C 1.8133 0.2932 3.0157 -0.3 0.3 -0.1
C 0.9937 -0.2698 4.0039 0.0 -0.1 -0.2
C -0.3581 0.0450 4.0105 -0.2 0.5 -0.4
C -0.8321 0.9067 3.0120 0.2 -0.4 0.0
N -0.0634 1.4099 2.0371 0.4 0.7 0.8
C 1.2558 1.2063 2.1006 -0.3 -0.7 0.2
H 1.4177 -0.9388 4.7439 0.0 0.0 -0.1
H -1.0633 -0.3441 4.7445 0.4 0.1 -0.1
H -1.8881 1.2142 3.0147 0.4 -0.3 -0.2
H 1.8994 1.7641 1.4085 -0.3 -0.4 0.1
```
Positions in Å, forces in eV/Å.

Values from the calculation:
- molar mass (g mol⁻¹) = 659.3
- net charge = +2
- total energy (eV) = -166975.9310
- spin multiplicity = 3
- E_LUMO (alpha / beta) (hartree) = -0.246 / -0.298
- ⟨S²⟩ = 2.08
- frontier orbital gap (alpha / beta) (eV) = 6.92 / 6.16
- max |F| (Eh/bohr) = 0.0619
- ΔE to the lowest compared entry with this formula, charge and spin (kcal/mol) = 69.88

[4]
Density functional theory data (wB97M-V/def2-TZVPD) for a structure of composition C5H13NO2 in a non-equilibrium geometry.

XYZ file:
```
21
Properties=species:S:1:pos:R:3:forces:R:3
C -0.8991 -0.8173 0.6474 -1.0 1.4 -1.4
O -0.0707 -1.4496 1.5636 0.0 -0.2 -0.3
C -0.2026 0.1122 -0.4178 0.3 3.0 1.3
C -0.6244 1.5795 -0.3919 -1.0 -0.4 1.2
C -1.9079 1.8540 -1.1045 0.2 0.6 -1.1
C -2.7879 1.0212 -1.6423 0.0 -0.1 0.3
N 1.4424 0.1211 0.1007 -1.8 0.9 -0.6
H -1.5180 -1.4962 0.0480 0.2 -0.5 0.4
H -1.6002 -0.1113 1.1083 0.0 -0.3 0.5
H 0.8183 -1.0915 1.4128 0.1 0.0 0.4
H -0.2673 -0.2277 -1.4560 0.2 -0.3 0.1
H 0.1884 2.2644 -0.6206 0.0 -0.1 -0.7
H -0.8360 1.8427 0.6551 0.2 -0.2 0.1
H -2.1230 2.8975 -1.3300 0.2 0.1 0.4
H -3.6502 1.4619 -2.1240 -0.1 -0.2 -0.1
H -2.7398 -0.0608 -1.5948 0.1 0.0 0.0
H 0.9351 -0.6128 -0.3485 2.9 -3.8 -0.7
H 1.9562 0.5205 -0.6872 -0.2 0.2 0.1
H 4.5693 -1.4982 0.7263 0.0 0.1 0.0
H 3.1061 -1.0170 0.7690 0.0 0.0 0.0
O 3.6699 -1.7907 0.8957 0.0 -0.1 0.0
```
Positions in Å, forces in eV/Å.

Values from the calculation:
- molar mass (g mol⁻¹) = 119.2
- total energy (eV) = -10977.0121
- spin multiplicity = 1
- E_LUMO (hartree) = 0.028
- frontier orbital gap (eV) = 10.82
- max |F| (Eh/bohr) = 0.0946
- ΔE to the lowest compared entry with this formula, charge and spin (kcal/mol) = 112.23

[5]
Density functional theory data (wB97M-V/def2-TZVPD) for a structure of composition C4H2O2 in a non-equilibrium geometry.

XYZ file:
```
8
Properties=species:S:1:pos:R:3:forces:R:3
C -0.2071 -1.4467 -1.6894 0.2 -0.6 -0.7
C -0.7489 -1.6025 -0.5535 0.3 0.7 1.2
C -1.1643 -0.7104 1.2321 0.9 1.1 -0.4
C -0.1096 -0.2767 0.0937 -6.1 0.6 -0.8
O -1.6750 -0.2488 2.2008 0.9 -0.7 -1.1
O -1.5318 -1.8344 0.5357 -1.2 -1.2 0.2
H 0.8728 -0.1788 0.1460 4.2 0.4 0.9
H -0.6073 0.5726 -0.4266 0.7 -0.2 0.7
```
Positions in Å, forces in eV/Å.

Values from the calculation:
- molar mass (g mol⁻¹) = 82.1
- total energy (eV) = -8269.4483
- spin multiplicity = 1
- E_LUMO (hartree) = -0.009
- frontier orbital gap (eV) = 10.16
- max |F| (Eh/bohr) = 0.1200
- ΔE to the lowest compared entry with this formula, charge and spin (kcal/mol) = 71.03